Record 1
Here is a gas-phase ion, C2H2BrClNO2 (charge -1) from OMol25. Energies are from the ωB97M-V functional and the def2-TZVPD basis.

Structure (XYZ):
```
9
Properties=species:S:1:pos:R:3:forces:R:3:nbo_charge:R:1
O 1.060176 -1.287521 1.086507 3.566 0.008 1.378 -0.722
C -0.008624 -1.510677 0.631276 -2.913 0.706 -0.912 0.904
O -0.888276 -2.333909 0.738393 -0.536 -1.028 -0.069 -0.723
N -0.430780 -0.305373 -0.274216 1.590 1.779 -0.300 -0.575
Cl -2.060376 -0.172996 -0.809350 0.567 0.282 0.245 0.082
C 0.322478 0.914344 -0.151346 -0.992 1.844 1.531 -0.209
Br 0.903137 1.940658 -1.811816 0.097 -0.218 -0.942 -0.209
H 1.367037 0.883653 0.333146 -2.311 -0.856 -0.523 0.268
H -0.264771 1.871822 0.257405 0.934 -2.518 -0.408 0.183
```
Positions in Å, forces in eV/Å.

Properties
orbital gap: 8.3 eV
max |F|: 3.82 eV/Å
E_tot: -3316.89278 hartree
SMILES string: O=C([O-])N(Cl)CBr
multiplicity: 1
total charge: -1

***

Record 2
Here is a molecular structure, C4H9N3O from OMol25. Energies are from the ωB97M-V functional and the def2-TZVPD basis.

Structure (XYZ):
```
17
Properties=species:S:1:pos:R:3:forces:R:3:nbo_charge:R:1
C -1.037404 -0.264739 -1.734272 -0.248 0.016 0.347 -0.421
N -0.571267 -0.917043 -0.532482 -0.573 -0.042 0.609 -0.622
C -1.151352 -0.456231 0.753144 -0.637 -1.350 -1.895 0.488
O -2.224919 0.178030 0.754482 0.965 0.259 0.307 -0.742
H -0.352942 -1.902328 -0.605392 -0.239 0.208 0.143 0.377
H -0.974094 -1.262224 1.494584 0.313 0.473 0.145 0.111
H -2.126273 -0.173638 -1.723306 -0.029 -0.063 -0.151 0.209
H -0.639378 0.750364 -1.759180 0.110 0.089 -0.148 0.191
H -0.702687 -0.806510 -2.618383 0.005 0.031 0.074 0.198
C 2.419160 -0.664790 0.194436 -0.061 0.537 1.244 -0.164
C 0.018945 1.834928 1.334150 1.432 0.219 -0.829 -0.051
N 1.499887 0.101732 -0.192343 0.044 2.194 1.451 -0.151
N 0.289475 0.647853 1.032287 -0.559 -1.777 -1.008 -0.249
H 2.405807 -1.297809 1.079174 -0.093 0.164 0.156 0.185
H 0.786314 2.606318 1.369727 -0.027 0.138 -0.312 0.183
H 3.393112 -0.492440 -0.264298 -0.270 -0.636 -0.816 0.216
H -1.032385 2.118528 1.417672 -0.133 -0.460 0.683 0.242
```
Positions in Å, forces in eV/Å.

Properties
orbital gap (spin up / spin down): 7.6 / 7.6 eV
max |F|: 2.63 eV/Å
E_tot: -397.10664 hartree
multiplicity: 1
total charge: 0

***

Record 3
Here is 2 unconnected molecules or ions with the total composition C4H14N2OS from OMol25. Energies are from the ωB97M-V functional and the def2-TZVPD basis.

Structure (XYZ):
```
22
Properties=species:S:1:pos:R:3:forces:R:3:nbo_charge:R:1
C 1.190476 -2.130805 1.037495 2.035 1.467 1.500 -0.646
C 0.581558 -0.727217 0.820242 -2.163 -2.112 -1.236 -0.036
C -0.619492 -0.530856 1.794710 -0.151 0.249 -1.899 -0.550
S -0.062883 -0.636538 3.466124 -0.005 0.214 1.041 -0.024
N -0.056234 -0.712119 -0.500781 0.089 1.056 -0.772 -0.682
C 0.658728 -0.388110 -1.705585 -0.591 1.372 -0.519 -0.052
N 0.051265 0.745293 -2.489457 0.608 -0.709 0.363 -0.835
H 1.887896 -2.432299 0.264709 -0.539 -0.152 -0.797 0.218
H 1.957371 -1.976527 1.829959 -0.739 -0.582 0.361 0.212
H 0.464174 -2.894882 1.318483 0.120 0.123 -0.173 0.217
H 1.297803 0.087928 0.837127 0.136 -0.011 0.273 0.206
H -1.126846 0.393955 1.474398 0.445 0.002 0.676 0.238
H -1.362803 -1.304899 1.519807 0.447 0.030 0.414 0.200
H -1.048843 0.067190 4.053135 0.106 -0.116 -0.119 0.130
H -0.799710 -1.354894 -0.722871 0.087 -0.301 0.773 0.369
H 1.660836 -0.007928 -1.488572 0.099 -0.634 0.062 0.178
H 0.658275 -1.223850 -2.402278 0.408 -0.189 0.036 0.170
H -0.953332 0.621249 -2.488720 -0.083 0.177 0.019 0.350
H 0.267778 1.592519 -1.979516 -0.297 0.116 0.003 0.334
O -1.787101 4.226394 -1.250951 -0.431 0.202 0.090 -0.937
H -0.947844 3.787545 -1.371295 0.290 -0.076 -0.159 0.466
H -1.911071 4.798852 -2.016162 0.130 -0.128 0.065 0.471
```
Positions in Å, forces in eV/Å.

Properties
orbital gap: 9.2 eV
max |F|: 3.27 eV/Å
E_tot: -743.69942 hartree
SMILES string: C[C@H](CS)NCN.O
multiplicity: 1
total charge: 0

***

Record 4
Here is a single C2H4O2 molecule from OMol25. Energies are from the ωB97M-V functional and the def2-TZVPD basis.

Structure (XYZ):
```
8
Properties=species:S:1:pos:R:3:forces:R:3:nbo_charge:R:1
C -0.962632 -0.337814 -0.007250 -0.374 -0.541 -0.073 -0.278
O -0.133295 0.822483 -0.041664 0.338 -0.196 0.245 -0.497
C 1.163478 0.516978 -0.008755 0.775 0.760 0.230 0.644
O 1.643778 -0.579742 -0.025483 -0.251 -0.113 -0.046 -0.581
H -0.734330 -0.970286 0.870747 -0.123 0.435 -0.348 0.197
H -1.986588 0.049866 0.038536 0.292 -0.329 -0.130 0.199
H -0.759634 -0.942773 -0.904949 -0.377 0.202 0.295 0.198
H 1.769222 1.441288 0.078821 -0.279 -0.218 -0.173 0.118
```
Positions in Å, forces in eV/Å.

Properties
orbital gap: 11.8 eV
max |F|: 1.11 eV/Å
E_tot: -229.07788 hartree
SMILES string: COC=O
multiplicity: 1
total charge: 0

***

Record 5
Here is 2 unconnected molecules or ions with the total composition CH6OS from OMol25. Energies are from the ωB97M-V functional and the def2-TZVPD basis.

Structure (XYZ):
```
9
Properties=species:S:1:pos:R:3:forces:R:3:nbo_charge:R:1
C -0.076644 0.934643 -1.811957 0.672 -0.048 0.988 -0.265
O 0.602911 1.260337 -0.563600 -0.157 -0.140 -1.342 -0.721
H -1.013618 0.458131 -1.528863 -0.225 -0.078 -0.481 0.171
H -0.233392 1.840931 -2.407114 -0.014 -0.285 -0.047 0.174
H 0.568054 0.224525 -2.323133 -0.129 0.065 -0.205 0.188
H -0.012079 1.881532 -0.199131 -0.097 0.724 0.870 0.455
S -0.220595 -1.185189 1.316034 0.134 -0.015 -0.389 -0.298
H 0.575610 -1.157831 0.208975 -0.411 0.134 0.597 0.157
H -0.690981 0.061988 1.111457 0.226 -0.358 0.008 0.139
```
Positions in Å, forces in eV/Å.

Properties
orbital gap: 10.2 eV
max |F|: 1.36 eV/Å
E_tot: -515.08650 hartree
SMILES string: CO.S
multiplicity: 1
total charge: 0

***

Record 6
Here is 8 unconnected molecules or ions with the total composition C21H51N7O8 from OMol25. Energies are from the ωB97M-V functional and the def2-TZVPD basis.

Structure (XYZ):
```
87
Properties=species:S:1:pos:R:3:forces:R:3:mulliken_charge:R:1
C 0.452655 2.755603 -2.739752 1.672 1.208 -0.744 -0.882
N 0.396131 2.839989 -1.272272 -0.274 0.834 -1.376 -0.007
C 1.487313 3.062383 -0.516874 -0.872 -1.354 1.220 0.740
C 1.243055 3.174252 0.995239 1.292 0.779 -0.452 -0.894
O 2.613402 3.059543 -0.951890 1.012 0.406 -0.399 -0.612
H 0.322514 1.732257 -3.041372 -0.427 -0.474 -0.282 0.298
H 1.520380 3.017233 -3.105379 -1.718 -0.275 0.931 0.244
H -0.241116 3.447682 -3.310086 0.543 -0.851 1.073 0.335
H -0.497972 2.759501 -0.827881 -0.296 -0.063 0.148 0.049
H 0.271663 3.009648 1.398717 -0.995 -0.348 -0.167 0.177
H 1.444963 4.245081 1.132266 0.232 -0.222 0.578 0.411
H 1.966488 2.550617 1.556215 -0.256 0.527 -0.472 0.157
C -1.235839 1.974718 4.891683 -0.324 0.188 -0.474 -1.023
N -1.169459 0.673861 4.265495 -0.296 -0.992 -0.670 -0.015
C -2.141142 -0.315012 4.277553 0.617 0.604 0.647 0.668
C -1.743913 -1.681946 3.788750 0.950 0.273 -1.685 -0.659
O -3.204318 -0.174407 4.846431 -0.508 0.458 0.105 -0.666
H -2.087476 2.099478 5.573282 0.777 -0.612 0.453 0.361
H -1.465411 2.738613 4.165503 0.044 0.371 -0.694 0.299
H -0.209567 2.181767 5.225894 -0.652 0.179 0.719 0.318
H -0.405682 0.605291 3.601356 -0.253 -0.543 0.105 0.209
H -2.566293 -2.327780 3.529809 -0.623 0.257 0.007 0.189
H -1.254053 -2.156061 4.607121 0.635 -0.376 0.679 0.424
H -1.052150 -1.669097 2.913431 -0.326 0.132 0.717 -0.021
C -4.496719 3.454765 0.521703 0.139 -1.231 -0.829 -0.899
N -5.159706 2.278955 -0.111602 -0.799 1.058 1.766 -0.126
C -6.404103 1.869114 0.385840 1.292 -0.778 -1.516 0.711
C -7.164845 2.701007 1.405374 1.180 -0.114 1.169 -1.318
O -6.897184 0.882218 -0.146347 -0.319 0.191 0.796 -0.640
H -4.450802 3.337182 1.587616 0.419 -0.217 0.564 0.300
H -5.076427 4.327045 0.352596 -0.708 0.849 -0.364 0.398
H -3.510297 3.658896 0.104716 -0.077 -0.440 0.092 0.209
H -4.671586 1.570470 -0.657387 -0.105 0.532 0.281 0.324
H -8.058141 2.191643 1.660124 -0.848 -0.675 -0.063 0.367
H -7.431929 3.590565 0.904221 -0.382 1.269 -0.506 0.395
H -6.729408 3.002506 2.404924 0.267 -0.490 -1.358 0.309
C 2.587561 -2.210529 2.052084 0.604 -0.647 -0.278 -1.064
N 1.846388 -1.937831 0.856900 -2.653 2.637 0.833 -0.198
C 0.983807 -0.781080 0.779636 2.321 -3.489 -4.106 0.756
C 0.609141 -0.378027 -0.659974 1.336 -1.763 -0.024 0.061
O 0.537921 -0.227157 1.713723 -1.074 1.803 3.209 -0.489
H 2.384006 -1.434598 2.743657 -0.389 0.692 0.883 0.324
H 3.636845 -2.069037 1.768645 0.110 -0.661 0.508 0.343
H 2.357571 -3.189265 2.540217 0.358 0.662 -0.578 0.298
H 2.221914 -2.231032 0.002835 0.570 -0.425 -1.315 0.279
H 1.206186 -0.961677 -1.420342 -0.933 0.261 0.744 0.200
H 0.870695 0.636204 -0.851307 0.047 0.826 0.204 -0.710
H -0.461801 -0.504975 -0.748279 -0.207 -0.125 -0.310 0.256
C -4.894092 -1.138531 1.761902 0.900 -0.749 -0.445 -0.575
N -4.291766 -2.454530 1.440342 1.014 1.136 -0.261 -0.114
C -3.190098 -2.463942 0.625590 -0.833 2.084 -0.591 0.669
C -2.661639 -3.803349 0.385894 2.429 -2.109 0.654 -1.245
O -2.747319 -1.437950 0.048169 -0.593 -1.589 1.292 -0.675
H -4.720280 -0.558508 0.867925 -0.091 0.342 -0.096 0.117
H -4.431500 -0.626780 2.615685 -0.162 -0.378 -0.028 0.102
H -5.944655 -1.256523 1.858489 -0.883 -0.019 0.365 0.417
H -4.513377 -3.318771 1.918004 -0.130 0.481 0.009 0.220
H -1.575466 -3.815530 0.068930 -1.217 0.331 0.439 0.257
H -3.182051 -4.345943 -0.379475 -0.538 0.017 -0.553 0.361
H -2.741786 -4.454854 1.298905 0.115 0.642 -0.697 0.373
C 4.937147 0.383069 -0.415628 1.547 -1.323 -0.875 -0.960
N 5.625569 -0.075970 -1.657321 0.727 -0.104 -0.144 0.020
C 5.120065 0.035271 -2.904738 0.205 0.370 -1.886 0.259
C 3.725916 0.645132 -2.959611 0.785 0.982 -0.812 -0.650
O 5.746040 -0.262189 -3.958949 -0.923 0.457 2.421 -0.731
H 4.675209 1.410688 -0.443608 -0.060 1.051 -0.120 0.349
H 5.676268 0.184411 0.355308 -0.259 0.179 0.366 0.393
H 4.035090 -0.176725 -0.219963 -0.210 -0.443 0.006 0.195
H 6.610663 -0.401586 -1.660130 -1.170 0.422 0.435 0.340
H 3.360896 0.488783 -4.014905 0.107 0.338 1.448 0.323
H 3.834846 1.758975 -2.734001 -0.302 -1.376 -0.340 0.408
H 3.121758 0.200700 -2.170857 -0.349 0.057 -0.400 -0.112
C 2.917709 -2.146529 -5.209617 1.541 -0.973 -1.760 -0.360
N 4.155717 -2.781288 -4.789313 -0.461 -0.583 1.324 -0.105
C 4.437982 -2.822102 -3.466879 0.953 1.007 -0.007 0.625
C 5.881520 -3.220296 -3.138353 -1.098 -2.486 -0.074 -1.238
O 3.676875 -2.360292 -2.611301 0.271 -0.640 -0.465 -0.561
H 2.043257 -2.713140 -4.954839 -0.502 -0.082 0.368 0.254
H 3.034007 -2.131044 -6.301686 -0.554 0.315 0.166 0.369
H 2.948776 -1.153962 -4.832663 -0.487 0.642 0.277 -0.074
H 4.721491 -3.356521 -5.386632 -0.096 0.259 -0.275 0.247
H 6.288972 -4.049445 -3.768196 -0.565 0.539 0.174 0.448
H 5.847217 -3.628459 -2.130688 0.348 0.311 0.196 0.286
H 6.554889 -2.417161 -3.269996 0.402 1.139 0.098 0.258
O -1.876567 1.371570 0.472089 0.317 -0.268 0.410 -0.330
H -2.388320 0.550538 0.631926 0.332 0.278 -0.302 0.288
H -0.992195 1.164218 0.837393 -0.612 -0.090 -0.080 -0.026
```
Positions in Å, forces in eV/Å.

Properties
orbital gap: 9.8 eV
max |F|: 5.87 eV/Å
E_tot: -1816.04331 hartree
SMILES string: CNC(C)=O.CNC(C)=O.CNC(C)=O.CNC(C)=O.CNC(C)=O.CNC(C)=O.CNC(C)=O.O
multiplicity: 1
total charge: 0